[1]
ORCA calculation (ωB97M-V with the def2-TZVPD basis set) on C6H8O2 in the gas phase.

Summary:
DFT total energy ... -10440.42750 eV
Gap between HOMO and LUMO ... 10.4240 eV
Lowest unoccupied orbital energy ... 0.0361 Eh
Structure (SMILES) ... C1C[C@H]2O[C@@H]1[C@H]1O[C@H]12

Geometry as XYZ:
```
16
C6H8O2, DFT ωB97M-V with the def2-TZVPD basis set
O 0.52626 -1.87872 0.10355
C 0.89674 0.82402 0.16671
O -0.08104 1.13545 -0.80813
H 0.20445 -1.72883 -2.12479
H -1.93601 0.71309 0.81869
H 1.60714 1.74836 0.23782
H -1.65770 0.21357 -1.63156
H -1.38420 -0.93161 0.80555
C -1.18340 0.07122 0.50588
C 1.36540 -0.74192 -0.21482
H 2.14051 -0.98705 -0.58607
H 0.38923 0.16421 2.07577
H -0.15579 1.77650 1.56489
C -0.88554 -0.02058 -0.84738
C -0.03301 0.77820 1.18652
C 0.18697 -1.13593 -1.25263
```

[2]
ORCA calculation (ωB97M-V with the def2-TZVPD basis set) on 2 unconnected molecules or ions with the total composition C6H8O2.

Summary:
DFT total energy ... -10445.97668 eV
Gap between HOMO and LUMO ... 8.9358 eV
Lowest unoccupied orbital energy ... 0.0216 Eh
Structure (SMILES) ... Oc1ccccc1.O

Geometry as XYZ:
```
16
C6H8O2, DFT ωB97M-V with the def2-TZVPD basis set
O -2.16713 -1.99485 -2.92819
H -1.70186 -2.85383 -3.02022
H -0.27402 -0.66407 -1.25181
H -1.59108 -1.32324 -3.31269
C 1.94154 1.00017 0.77608
H 2.88370 1.52395 0.63791
H -2.26795 -0.67313 0.04745
C 0.14317 -0.12142 -0.40698
H -0.86379 1.12874 2.65062
C 1.48598 0.25808 -0.30978
C -0.63518 0.17513 0.72997
H 2.23370 0.29059 -1.06592
O -1.92460 -0.23946 0.87590
H 1.66724 1.60674 2.77230
C 1.20616 1.06866 1.94554
C -0.13588 0.81794 1.85981
```

The following largest force on an atom values (in eV Å⁻¹) correspond, in order, to the records above: 13.39 2.17.